Entry 1:
ORCA calculation (wB97M-V/def2-TZVPD) on 2 unconnected molecules or ions with the total composition C4H15N2O.

Structure (XYZ):
```
22
Properties=species:S:1:pos:R:3:forces:R:3:mulliken_charge:R:1
O 1.1246 0.6655 3.5274 -0.037 -0.286 -0.296 -0.6041
N 0.0995 -0.9473 -0.3236 -0.481 0.166 -0.023 -0.0513
N 0.6156 -0.1221 -2.8154 0.476 -0.290 -0.736 -0.5555
C -1.3738 -0.8287 -0.0142 0.013 0.125 0.479 -0.5030
C 0.8057 0.3453 -0.4779 0.745 0.848 0.804 -0.6475
C -1.6247 -0.2374 1.3631 -0.319 -0.274 -0.290 -1.0700
C 0.4694 0.9288 -1.8380 -0.068 0.508 0.664 -0.5704
H 0.1588 -1.3646 -1.2630 0.250 -0.214 -0.148 0.4493
H 1.6925 -0.0028 3.9320 -0.062 0.280 0.049 0.3073
H -0.5553 1.2863 -1.8387 -0.246 -0.070 -0.107 0.3876
H 1.8913 0.2105 -0.3783 -0.245 -0.527 -0.267 0.4105
H -1.7530 -1.8412 0.0029 -0.084 -0.273 -0.288 0.3795
H -1.1531 0.7252 1.5536 -0.021 -0.155 0.049 0.3265
H 1.5932 -0.3344 -3.0291 -0.259 0.181 0.185 0.2036
H 0.1947 0.1126 -3.7080 -0.129 -0.027 0.161 0.2410
H -2.6998 -0.1415 1.4837 -0.144 0.262 -0.082 0.3690
H -1.3557 -0.9823 2.1039 0.425 0.154 0.319 0.3259
H 1.5075 1.5184 3.7496 0.094 -0.017 0.146 0.3158
H 0.5477 -1.5374 0.3708 0.057 -0.092 0.033 0.3741
H 1.0724 1.8358 -1.9338 0.211 -0.133 -0.362 0.3710
H -1.8528 -0.2995 -0.8386 0.202 0.066 0.109 0.3186
H 0.5954 1.0107 0.3719 -0.378 -0.234 -0.400 0.2219
```
Forces are in eV/Å.

Summary:
Calculated total energy (a.u.): -345.92072
Orbital gap (eV): 11.43
Total charge: +1
LUMO energy (eV): -2.773
HOMO energy (eV): -14.2
Strongest force on any atom (Eh/bohr): 0.0269

=====

Entry 2:
ORCA calculation (wB97M-V/def2-TZVPD) on 2 unconnected molecules or ions with the total composition C4H15N2O.

Structure (XYZ):
```
22
Properties=species:S:1:pos:R:3:forces:R:3:mulliken_charge:R:1
O -0.4353 1.7599 2.3898 0.491 -0.788 0.818 -0.6565
N -2.4015 0.5880 -1.0715 2.639 -0.877 0.650 -0.4889
N 0.1988 -0.6165 -0.4800 -0.993 -1.530 1.806 -0.2993
C 0.0180 0.4849 -1.4635 2.559 1.881 0.257 -0.5377
C 1.4839 -0.8990 0.4254 0.411 4.340 0.892 -0.0687
C -1.1297 1.3232 -0.8764 -0.257 0.435 0.559 -0.2158
C 1.6856 -2.3196 0.7298 -1.139 -5.005 0.636 -1.0667
H 1.2669 -0.3014 1.4085 0.124 -1.118 -1.833 0.1856
H -2.4977 0.2732 -2.0201 -0.539 0.249 -0.141 0.1869
H 2.2239 -3.0427 -0.0287 -0.544 1.997 1.347 0.2975
H -0.1193 0.1122 -2.5358 -0.194 0.238 1.686 0.3729
H 2.3451 -0.2892 -0.0157 -1.134 -1.229 0.177 0.3653
H -0.9285 1.5883 0.2864 -0.512 -0.833 -2.980 -0.0595
H 0.0179 1.9337 3.2400 -0.429 -0.020 -0.684 0.3210
H 2.0007 -2.6518 1.8373 -0.310 1.378 -2.582 0.3162
H 0.0400 -1.4190 -1.0736 -0.096 -0.922 0.590 0.3791
H -1.1337 2.2130 -1.4764 0.024 0.993 0.113 0.4532
H 0.6328 -2.8042 0.6962 1.328 0.675 0.239 0.3030
H -0.4843 2.5905 1.9342 0.038 0.860 -0.012 0.2941
H -3.1971 0.9681 -0.6347 -0.926 0.523 0.183 0.1971
H -0.6470 -0.5320 0.2226 1.735 -0.567 -1.803 0.4415
H 1.0604 1.0405 -1.4938 -2.276 -0.680 0.084 0.2795
```
Forces are in eV/Å.

Summary:
Calculated total energy (a.u.): -345.84580
Orbital gap (eV): 10.56
Total charge: +1
LUMO energy (eV): -2.720
HOMO energy (eV): -13.3
Strongest force on any atom (Eh/bohr): 0.1006

=====

Entry 3:
ORCA calculation (wB97M-V/def2-TZVPD) on 2 unconnected molecules or ions with the total composition C4H15N2O.

Structure (XYZ):
```
22
Properties=species:S:1:pos:R:3:forces:R:3:mulliken_charge:R:1
O -2.9146 -5.5174 1.1620 -0.896 -1.764 1.089 -0.6118
N -1.2060 2.4130 -0.3531 -3.165 2.118 0.594 -0.2508
N -0.3235 -0.3430 -0.5901 -0.932 -0.565 2.970 -0.6639
C 1.1021 1.5641 0.0482 -2.068 -0.801 -0.990 -1.1043
C 2.1883 -0.8221 -0.2999 -0.233 0.681 -0.340 -1.4183
C 0.9484 0.0258 0.1275 -0.644 -1.096 1.882 0.4313
C -0.0748 2.5482 0.5437 2.405 -5.640 0.813 -0.6329
H -0.1143 -0.7674 -1.4357 0.623 -0.735 -2.239 0.2243
H -3.3788 -6.2416 0.7120 -0.041 -0.248 0.811 0.3312
H 3.1338 -0.3435 -0.3450 0.769 1.441 0.419 0.3929
H -1.5362 1.5030 -0.7347 1.145 -0.272 0.561 0.3263
H -0.7691 -1.1502 -0.0549 0.654 1.535 -0.834 0.2742
H 2.2104 -1.2336 -1.2897 -0.958 -0.256 -0.799 0.3844
H -2.7282 -5.0350 0.4025 0.935 2.009 -1.914 0.2806
H 2.4162 -1.6330 0.3470 -0.450 -0.820 0.792 0.3681
H -0.1855 2.3106 1.6247 -0.934 0.299 -0.916 0.3581
H -1.0537 3.0776 -1.0875 0.466 -0.046 -1.315 0.3815
H -2.0388 2.9005 0.0534 0.359 -0.852 0.110 0.3859
H 1.2588 1.6968 -1.0248 0.165 0.678 -0.060 0.3612
H 1.8998 1.9623 0.5814 1.942 0.173 0.778 0.4833
H 0.7412 -0.3373 1.1926 0.355 1.018 -1.120 0.3432
H 0.4243 3.4222 0.4202 0.504 3.146 -0.290 0.3555
```
Forces are in eV/Å.

Summary:
Calculated total energy (a.u.): -345.86093
Orbital gap (eV): 10.18
Total charge: +1
LUMO energy (eV): -3.383
HOMO energy (eV): -13.6
Strongest force on any atom (Eh/bohr): 0.1203

=====

Entry 4:
ORCA calculation (wB97M-V/def2-TZVPD) on 2 unconnected molecules or ions with the total composition C4H15N2O.

Structure (XYZ):
```
22
Properties=species:S:1:pos:R:3:forces:R:3:mulliken_charge:R:1
O 2.0308 1.2875 -1.6169 -0.095 -0.497 0.517 -0.5970
N 2.1480 -0.8053 0.1233 -0.825 0.301 -0.270 -0.3535
N -0.6089 0.3966 0.4419 -2.064 -1.099 -1.586 -0.0716
C 0.1404 -0.3029 1.4413 -0.684 0.772 -0.591 -0.9056
C -2.0520 0.0861 0.3311 0.226 -0.219 -0.219 -0.4251
C 0.9753 -1.4461 0.9005 1.852 0.453 -0.143 -0.4450
C -2.6262 0.6138 -0.9807 0.439 0.031 0.658 -1.3195
H 2.4275 0.0112 0.6634 0.143 0.155 -0.120 0.3341
H -2.1556 0.1107 -1.8244 -0.224 -0.246 -0.027 0.3074
H -2.2962 -0.9857 0.3028 0.620 -0.002 0.315 0.3259
H -0.5233 1.2891 -0.0262 1.363 0.009 0.985 0.2369
H 2.8670 1.6901 -1.8059 0.984 0.328 -0.070 0.2742
H 2.9937 -1.3195 -0.0971 -0.050 -0.727 0.334 0.3369
H 0.7168 0.4379 2.0042 0.301 -0.498 0.376 0.4637
H 0.4714 -2.1160 0.2136 -0.214 0.024 0.085 0.3360
H -0.5780 -0.8124 2.0822 -0.013 0.317 0.498 0.3386
H -2.5672 0.4955 1.2032 -0.252 0.100 -0.046 0.3445
H 1.8157 -0.4390 -0.7833 -0.048 0.334 0.267 0.3816
H -2.4059 1.6729 -1.1156 -0.374 0.199 0.110 0.3927
H 1.4581 -1.9754 1.7172 -0.177 -0.302 0.051 0.3675
H -3.6943 0.4144 -0.9212 -0.046 0.292 -0.516 0.3708
H 1.4627 1.6968 -2.2533 -0.861 0.275 -0.607 0.3065
```
Forces are in eV/Å.

Summary:
Calculated total energy (a.u.): -345.89302
Orbital gap (eV): 9.06
Total charge: +1
LUMO energy (eV): -3.188
HOMO energy (eV): -12.2
Strongest force on any atom (Eh/bohr): 0.0550

=====

Entry 5:
ORCA calculation (wB97M-V/def2-TZVPD) on 2 unconnected molecules or ions with the total composition C4H15N2O.

Structure (XYZ):
```
22
Properties=species:S:1:pos:R:3:forces:R:3:mulliken_charge:R:1
O -1.9053 1.1990 1.4515 1.378 0.386 -0.236 -0.6443
N 0.4697 -0.0780 0.2961 0.972 0.883 2.058 -0.1336
N -1.7958 -0.8689 -0.7682 -0.550 -0.058 -0.414 -0.6090
C -0.5950 -1.6483 -1.0959 0.190 -0.834 0.248 -0.7234
C 0.4045 -1.5447 0.0974 -2.188 -1.367 -1.466 -0.6132
C 1.8257 0.6112 0.1778 -1.251 -0.704 -1.164 -0.3000
C 1.5974 2.0719 -0.0527 0.365 2.784 1.007 -1.1591
H 0.1053 0.1459 1.2321 0.105 -0.128 0.051 0.4113
H 1.5865 2.7161 0.8487 -0.153 -0.750 0.016 0.3172
H -2.2251 1.2890 2.3483 -0.630 -0.253 -0.049 0.3245
H -0.0126 -1.3321 -1.9741 -0.720 0.496 0.048 0.3467
H 2.3430 0.2665 1.0672 0.595 0.441 -0.218 0.3972
H -0.2425 0.4675 -0.2096 -0.045 -0.787 -0.692 0.4791
H 0.6857 2.3891 -0.5674 -0.195 -0.780 -0.091 0.3571
H -2.4004 -0.7529 -1.5787 0.389 0.237 -0.212 0.1968
H -0.9063 -2.6692 -1.3132 0.521 -0.282 0.170 0.4465
H 1.2714 -2.1290 -0.2077 0.744 1.086 0.115 0.3077
H -2.4208 0.6344 0.8754 -0.523 -0.158 0.325 0.3283
H 2.2185 0.2243 -0.7589 0.513 -0.442 0.285 0.2856
H -2.3845 -1.4671 -0.1889 0.228 0.067 0.222 0.2930
H 2.3650 2.6046 -0.6278 0.245 -0.816 -0.085 0.3599
H 0.0156 -2.1293 0.9486 0.012 0.980 0.081 0.3317
```
Forces are in eV/Å.

Summary:
Calculated total energy (a.u.): -345.89481
Orbital gap (eV): 11.72
Total charge: +1
LUMO energy (eV): -2.742
HOMO energy (eV): -14.5
Strongest force on any atom (Eh/bohr): 0.0580

=====

Entry 6:
ORCA calculation (wB97M-V/def2-TZVPD) on 3 unconnected molecules or ions with the total composition C4H15N2O.

Structure (XYZ):
```
22
Properties=species:S:1:pos:R:3:forces:R:3:mulliken_charge:R:1
O 2.5501 0.8048 1.1031 0.008 -0.011 -0.079 -0.5371
N -3.1983 -0.6918 0.0938 0.537 -0.558 1.235 -0.0474
N 3.5179 -0.4378 -1.9333 -0.469 -1.295 0.472 -0.4468
C -1.2787 -0.6202 1.6910 0.652 1.547 0.273 -1.2221
C 0.2349 0.7993 -0.4972 -2.403 1.631 -4.330 -0.4612
C -1.7739 -0.6207 0.2423 0.758 -1.028 -0.967 0.0161
C -1.2528 0.6613 -0.5156 -0.385 -0.222 2.870 -0.6810
H 3.3879 0.5432 -2.0359 0.487 0.428 -0.113 0.2283
H -1.5043 -1.4692 2.3266 -0.360 -0.132 -0.253 0.4084
H -1.5311 0.6277 -1.5797 0.329 -0.049 -0.214 0.4226
H 3.1129 1.4212 0.5996 -0.245 -0.119 0.185 0.4058
H 0.5042 1.8552 -0.5842 0.661 -0.078 1.048 0.4875
H -1.3083 -1.4929 -0.2305 -0.524 -0.006 -0.281 0.3935
H 0.6419 0.2322 -1.3492 1.106 -0.838 1.180 0.4104
H -3.6015 -1.5124 -0.3689 -0.321 0.293 -0.139 0.3627
H -1.7940 1.4713 -0.0165 0.460 0.344 -0.326 0.4314
H 4.4222 -0.8976 -1.9771 -0.014 0.700 -0.283 0.2622
H -1.4798 0.3353 2.1923 -0.467 -0.282 0.125 0.4024
H -3.7614 -0.1889 0.7971 -0.208 -0.040 -0.540 0.3651
H 2.9122 -0.9284 -1.2931 -0.018 0.201 -0.003 0.2565
H -0.1862 -0.5577 1.5822 0.054 -0.406 0.029 0.3571
H 1.7080 0.7198 0.6194 0.362 -0.079 0.110 0.1856
```
Forces are in eV/Å.

Summary:
Calculated total energy (a.u.): -345.22861
Orbital gap (spin up / spin down) (eV): 3.79 / 3.64
Total charge: +2
LUMO energy (spin up / spin down) (eV): -12.842 / -13.022
Multiplicity: 2
HOMO energy (spin up / spin down) (eV): -16.6 / -16.7
Strongest force on any atom (Eh/bohr): 0.1014

=====

> Look up the total charge of the sixth one.

+2

=====

> Which formula does entry 4 have?

C4H15N2O

=====

> The highest strongest force on any atom belongs to which entry?

number 3